DFT (ωB97M-V/def2-TZVPD) results for a molecular structure, C25H39N10PPtS.

Structure (ORCA input):
```
! RIJCOSX wB97M-V def2-TZVPD def2/J DEFGRID3
* xyz 2 5
Pt 1.2286 -0.6318 0.2798
N 0.1918 3.8860 0.6281
C 1.3097 3.1928 0.3979
N 2.5170 3.5411 0.5394
N 3.6473 2.8349 0.4587
N 3.5521 1.4879 0.4264
N 2.5485 0.8277 0.4785
C -0.9772 3.1936 0.3220
N -2.1487 3.5649 0.3568
N -3.3061 2.8222 0.1276
N -3.1228 1.5734 -0.0686
N -2.0829 0.8306 -0.1866
H 0.1701 4.8030 1.0739
S -0.4243 1.5204 -0.2541
C -0.2853 1.7956 -2.0197
N -1.4299 1.9624 -2.6913
C -1.4704 2.2475 -4.0005
C -0.2950 2.3733 -4.7087
C 0.9063 2.1688 -4.0497
C 0.9130 1.8815 -2.6866
H -2.3082 1.7885 -2.1988
H -2.4533 2.3607 -4.4382
H -0.3228 2.6149 -5.7622
H 1.8412 2.2403 -4.5924
H 1.8366 1.7151 -2.1481
C 2.2578 -6.2700 0.3561
C 2.7800 -5.2740 -0.6754
C 1.6935 -4.2455 -1.0513
C 0.7033 -4.0118 0.1144
C 1.4804 -4.0993 1.4379
C 1.9099 -5.5556 1.6743
P -0.1617 -2.4187 -0.0724
C -0.8836 -2.2857 -1.7592
C 0.1207 -1.8308 -2.8304
C -0.6344 -1.3275 -4.0711
C -1.9225 -2.1376 -4.3214
C -1.7738 -3.5547 -3.7738
C -1.6567 -3.5331 -2.2395
C -1.6090 -2.3330 1.0560
C -2.4067 -3.6554 1.1933
C -2.1767 -4.3134 2.5526
C -2.6336 -3.3995 3.7015
C -2.4001 -1.9077 3.3928
C -1.2297 -1.7390 2.4278
H 2.9955 -7.0500 0.5361
H 1.3759 -6.7765 -0.0468
H 3.1137 -5.7895 -1.5751
H 3.6541 -4.7608 -0.2670
H 1.1496 -4.5904 -1.9332
H 2.1769 -3.2985 -1.3177
H -0.0743 -4.7794 0.1108
H 0.9011 -3.7474 2.2895
H 2.3592 -3.4482 1.3622
H 1.1057 -6.0904 2.1834
H 2.7661 -5.5661 2.3496
H -1.5975 -1.4624 -1.6222
H 0.7644 -2.6645 -3.1099
H 0.7820 -1.0492 -2.4404
H 0.0238 -1.3961 -4.9396
H -0.8866 -0.2653 -3.9506
H -2.1474 -2.1612 -5.3871
H -2.7773 -1.6592 -3.8323
H -0.8913 -4.0236 -4.2173
H -2.6278 -4.1674 -4.0603
H -1.1699 -4.4504 -1.9026
H -2.6560 -3.5242 -1.8013
H -2.2391 -1.5884 0.5623
H -2.1685 -4.3546 0.3923
H -3.4705 -3.4294 1.0860
H -1.1174 -4.5641 2.6645
H -2.7160 -5.2594 2.5932
H -2.1051 -3.6781 4.6137
H -3.6929 -3.5640 3.9006
H -2.2112 -1.3571 4.3142
H -3.2941 -1.4666 2.9417
H -0.3509 -2.2312 2.8501
H -0.9722 -0.6806 2.3070
*
```

Expectation value of S² = 6.0554
ΔE to the lowest compared entry with this formula, charge and spin = 699.0 kJ/mol
E_tot = -64803.91424 eV